{
  "formula": "C63H133N7O7",
  "method": "wB97M-V/def2-TZVPD",
  "total_energy_ha": -3389.6490,
  "gap_ev": 8.378,
  "fmax_ev_per_a": 5.780,
  "e_homo_ha": -0.294,
  "elements": ["C", "C", "C", "C", "C", "C", "C", "C", "C", "N", "O", "H", "H", "H", "H", "H", "H", "H", "H", "H", "H", "H", "H", "H", "H", "H", "H", "H", "H", "H", "C", "C", "C", "C", "C", "C", "C", "C", "C", "N", "O", "H", "H", "H", "H", "H", "H", "H", "H", "H", "H", "H", "H", "H", "H", "H", "H", "H", "H", "H", "C", "C", "C", "C", "C", "C", "C", "C", "C", "N", "O", "H", "H", "H", "H", "H", "H", "H", "H", "H", "H", "H", "H", "H", "H", "H", "H", "H", "H", "H", "C", "C", "C", "C", "C", "C", "C", "C", "C", "N", "O", "H", "H", "H", "H", "H", "H", "H", "H", "H", "H", "H", "H", "H", "H", "H", "H", "H", "H", "H", "C", "C", "C", "C", "C", "C", "C", "C", "C", "N", "O", "H", "H", "H", "H", "H", "H", "H", "H", "H", "H", "H", "H", "H", "H", "H", "H", "H", "H", "H", "C", "C", "C", "C", "C", "C", "C", "C", "C", "N", "O", "H", "H", "H", "H", "H", "H", "H", "H", "H", "H", "H", "H", "H", "H", "H", "H", "H", "H", "H", "C", "C", "C", "C", "C", "C", "C", "C", "C", "N", "O", "H", "H", "H", "H", "H", "H", "H", "H", "H", "H", "H", "H", "H", "H", "H", "H", "H", "H", "H"],
  "coordinates": [[-10.182533, 0.071134, -2.976794], [-8.788381, 0.548831, -3.400116], [-7.650197, -0.479979, -3.015740], [-8.883561, 0.562940, -5.044620], [-9.541150, 1.848121, -5.653824], [-8.918935, 3.096201, -4.948861], [-8.969795, 3.137376, -3.432881], [-8.001688, 4.272322, -2.920646], [-10.418170, 3.659219, -2.995790], [-8.469649, 1.895115, -2.893797], [-8.442648, 1.835900, -1.490296], [-10.379800, 0.234722, -1.917354], [-10.901562, 0.701874, -3.499558], [-10.410830, -0.960616, -3.244119], [-8.094638, -1.475241, -3.015117], [-6.797412, -0.532847, -3.692544], [-7.352711, -0.303979, -1.982009], [-7.823527, 0.509524, -5.292800], [-9.340485, -0.344200, -5.440104], [-9.440987, 1.940720, -6.735256], [-10.618617, 1.792448, -5.498685], [-9.534158, 3.940371, -5.260252], [-7.923124, 3.292704, -5.346129], [-8.231078, 5.215733, -3.416077], [-6.951966, 4.140420, -3.182991], [-8.031080, 4.358755, -1.834477], [-11.198523, 3.054858, -3.458277], [-10.573330, 4.721851, -3.182432], [-10.613103, 3.463617, -1.941348], [-7.521040, 2.052679, -1.331336], [-0.899412, -1.651497, 3.977385], [-0.886793, -0.580257, 2.826433], [-0.993448, -1.383661, 1.588959], [-2.072768, 0.522686, 2.999644], [-1.874204, 1.820877, 2.107716], [-0.524020, 2.442974, 2.267155], [0.651136, 1.449157, 2.088985], [0.971280, 1.043342, 0.610919], [1.932612, 2.142620, 2.627700], [0.357667, 0.165939, 2.884318], [1.532614, -0.642958, 3.023940], [-1.870369, -2.146384, 3.997685], [-0.087533, -2.378559, 3.995218], [-0.955104, -1.076650, 4.901806], [-0.085988, -1.976130, 1.472294], [-1.888392, -1.993510, 1.712456], [-1.134680, -0.799633, 0.679525], [-3.094226, 0.146388, 3.055607], [-1.949988, 0.857041, 4.029809], [-2.048147, 1.518638, 1.074996], [-2.587101, 2.595021, 2.391552], [-0.657376, 2.926067, 3.235110], [-0.381944, 3.247421, 1.545490], [1.806432, 1.604759, 0.192082], [0.055090, 1.031592, 0.020524], [1.419187, 0.052239, 0.538763], [2.861068, 1.612726, 2.414906], [1.937345, 2.104853, 3.717035], [1.945734, 3.188028, 2.319378], [1.711970, -0.576135, 3.964664], [-0.036547, 4.135297, -8.751390], [0.084241, 2.707329, -9.413372], [1.303167, 1.929223, -8.796134], [-1.337831, 2.093966, -9.157797], [-1.599467, 0.765502, -9.882814], [-1.476720, 0.986309, -11.408282], [-0.110484, 1.684273, -11.794282], [1.033641, 0.597054, -11.763172], [-0.233020, 2.097357, -13.256012], [0.187217, 2.845032, -10.856235], [1.233351, 3.526365, -11.259973], [0.866058, 4.706040, -8.969710], [-0.766793, 4.750915, -9.276626], [-0.152885, 4.280445, -7.677380], [2.298212, 2.238011, -9.116487], [1.414928, 1.959101, -7.712298], [1.351228, 0.869325, -9.045943], [-1.387859, 1.911561, -8.084326], [-2.090232, 2.852884, -9.372407], [-0.945057, 0.005500, -9.455913], [-2.583371, 0.367618, -9.634377], [-2.290567, 1.650794, -11.698424], [-1.624079, 0.079291, -11.994543], [1.049677, 0.036438, -10.828532], [1.958042, 1.117314, -12.013995], [0.839178, -0.172372, -12.510337], [-1.084241, 2.763305, -13.397530], [-0.308043, 1.252862, -13.941076], [0.619852, 2.747003, -13.452663], [1.879684, 2.869281, -10.991436], [-3.449264, -8.996792, 6.491157], [-2.914126, -9.877203, 5.391813], [-3.093058, -11.374496, 5.827625], [-3.773864, -9.592000, 4.153850], [-3.173260, -10.358623, 2.946466], [-1.730349, -9.906146, 2.687016], [-0.765190, -10.060538, 3.889448], [-0.438744, -11.548557, 4.014679], [0.410640, -9.143126, 3.606580], [-1.483661, -9.535963, 5.111815], [-0.720481, -9.575810, 6.285477], [-3.454411, -7.920923, 6.316308], [-4.390670, -9.251838, 6.977774], [-2.743262, -9.091072, 7.316256], [-2.449881, -11.642071, 6.665972], [-4.132310, -11.443993, 6.148908], [-3.016417, -12.219334, 5.143185], [-4.748953, -10.015733, 4.394158], [-3.897209, -8.520422, 3.996935], [-3.296149, -11.439596, 3.013676], [-3.906424, -10.186221, 2.158517], [-1.789878, -8.895371, 2.283425], [-1.337315, -10.446724, 1.825961], [-1.246466, -12.143143, 3.587872], [-0.191736, -11.820690, 5.040846], [0.544698, -11.702775, 3.570669], [0.999061, -9.591018, 2.805799], [1.052275, -9.157519, 4.487603], [0.152726, -8.101910, 3.413043], [-0.698851, -8.676751, 6.621340], [4.182845, -4.652352, -3.805738], [5.669436, -4.480873, -4.166268], [6.360649, -5.828437, -4.228052], [5.749233, -3.921844, -5.592780], [7.124134, -3.454876, -6.084681], [7.510529, -2.191338, -5.263507], [7.524967, -2.660359, -3.669182], [8.812414, -3.430461, -3.313983], [7.462152, -1.313470, -3.013308], [6.341805, -3.445942, -3.190281], [6.261973, -3.752676, -1.830312], [4.089773, -5.376297, -2.996198], [3.850614, -3.711430, -3.367109], [3.535758, -4.858250, -4.658362], [7.417007, -5.688106, -4.457194], [6.399557, -6.227334, -3.214413], [5.898584, -6.451263, -4.994021], [5.361978, -4.559742, -6.387289], [4.973696, -3.159185, -5.522100], [7.859915, -4.256802, -6.024411], [7.106088, -3.206411, -7.145830], [6.718361, -1.485616, -5.513569], [8.491490, -1.894990, -5.634971], [8.744497, -4.009724, -2.393150], [9.565207, -2.673616, -3.093567], [9.033944, -4.042840, -4.188072], [8.128515, -0.549558, -3.413936], [7.574281, -1.419433, -1.934277], [6.465928, -0.879465, -3.098593], [5.477165, -3.258785, -1.581813], [3.702452, -4.043759, 14.920666], [2.651087, -3.983849, 13.798740], [1.340654, -4.663615, 14.317896], [2.174960, -2.504282, 13.499739], [3.289609, -1.692057, 12.788435], [3.650642, -2.347384, 11.404611], [4.004418, -3.866087, 11.539618], [3.933193, -4.517931, 10.140145], [5.477150, -4.024037, 12.010457], [3.066504, -4.577698, 12.484276], [3.268086, -5.925570, 12.464497], [4.415971, -3.225634, 15.019057], [3.138742, -4.127745, 15.849780], [4.321537, -4.937613, 14.844311], [0.553043, -4.704939, 13.565518], [1.608903, -5.627550, 14.750334], [0.883324, -4.189945, 15.186569], [1.253156, -2.418729, 12.924385], [1.976234, -1.932886, 14.406463], [3.002823, -0.671473, 12.534900], [4.123141, -1.564582, 13.479137], [4.493975, -1.784724, 11.004212], [2.726670, -2.179181, 10.851363], [3.010938, -4.322320, 9.593062], [4.159587, -5.584140, 10.146293], [4.861558, -4.121999, 9.728484], [6.198394, -3.681520, 11.268432], [5.762776, -5.030530, 12.316225], [5.622074, -3.378197, 12.876458], [2.417477, -6.290209, 12.209347], [2.454823, 11.183775, -1.639905], [2.183555, 12.418944, -0.755791], [2.726259, 12.066399, 0.646755], [3.055352, 13.661223, -1.175714], [2.440648, 14.368056, -2.385663], [0.948237, 14.625957, -2.270078], [0.068568, 13.415441, -1.883788], [-1.325166, 14.059228, -1.457870], [-0.027226, 12.471682, -3.147482], [0.708583, 12.792739, -0.696916], [-0.053130, 11.743027, -0.132383], [1.594742, 10.545908, -1.436288], [2.592796, 11.449401, -2.688005], [3.324550, 10.635267, -1.278207], [2.194351, 11.251150, 1.137217], [3.800016, 11.879211, 0.636743], [2.510886, 12.866712, 1.354732], [3.199305, 14.308602, -0.310688], [4.052015, 13.413334, -1.540824], [2.944446, 15.315293, -2.578079], [2.751893, 13.807705, -3.267274], [0.623629, 15.097028, -3.197885], [0.876555, 15.354138, -1.462176], [-2.052874, 13.272242, -1.655779], [-1.751366, 14.922836, -1.968390], [-1.493191, 14.145243, -0.384340], [-0.932191, 12.785915, -3.667488], [-0.382768, 11.520588, -2.751114], [0.834106, 12.341034, -3.802565], [-0.243687, 12.109350, 0.734272]],
  "forces_ev_per_angstrom": [[-0.2356, 0.5888, 0.4935], [-0.5314, -0.7356, -2.3734], [-1.3949, 0.3978, 0.2799], [0.9693, 1.1491, 1.0514], [0.7683, -0.4278, 1.6735], [-0.9826, -0.1324, -1.1471], [-0.2132, 1.7657, 0.8741], [0.0118, -0.3518, -0.5518], [0.4052, -1.6463, 0.3557], [0.4574, -1.2795, -1.0428], [-0.1179, 0.4459, 0.2142], [0.1536, -0.2229, 0.1384], [-0.1729, -0.0222, -0.0441], [0.2581, -0.0257, 0.0302], [-0.0568, -0.0841, -0.0874], [-0.0157, 0.5044, 0.0571], [0.2465, 0.0514, -0.1194], [0.0218, 0.2289, -0.6183], [-0.1285, -0.0856, 0.3983], [0.3885, -0.2043, 0.0185], [-0.1149, 0.1700, 0.2654], [0.1453, 0.2728, -0.1533], [0.2043, -0.2618, 0.1857], [-0.4571, 0.1247, 0.3058], [0.0759, -0.6687, -0.1387], [-0.3225, 0.2142, -0.0731], [-0.0608, 0.2032, -0.5047], [0.1686, -0.1504, -0.2115], [0.4306, 0.2154, 0.2496], [0.1023, -0.0333, 0.4748], [-1.0669, 1.7636, 0.4955], [-0.5018, 0.3329, 0.4179], [-0.7575, -0.3056, -1.3329], [1.9334, 0.4925, 0.6717], [-0.9128, -1.9807, -0.2680], [0.2144, -0.6342, -0.2119], [0.9452, -1.3962, 0.3359], [-0.1678, -0.0173, 0.3707], [-0.4257, -0.8369, 1.0310], [0.7897, 2.5350, 1.3151], [-0.7566, 0.1672, -0.7338], [0.0586, -0.3330, -0.4350], [-0.0727, 0.2667, -0.2836], [0.5971, -0.0907, 0.3773], [-0.1770, -0.2561, -0.0387], [0.1544, -0.4505, -0.3723], [0.0588, 0.1340, -0.0163], [0.0864, -0.4072, -0.8934], [0.2880, 0.1634, 0.2783], [-0.2037, 0.1743, -0.2093], [-0.4206, -0.2990, -0.1446], [1.2702, -0.1115, 0.4054], [-0.0288, 0.0451, -0.1320], [-0.5779, 0.8190, -0.2440], [0.2686, 0.2447, -0.3886], [-0.3891, -0.3403, 0.5542], [-0.1099, 0.1077, -0.7042], [-0.3989, 0.3374, 0.2312], [0.1898, -0.1340, -0.1774], [0.1139, 0.0060, 0.0977], [1.2669, 0.6356, -1.3422], [-0.9795, 0.2253, 1.1176], [-0.0229, -0.5689, 0.1114], [0.9989, -0.9068, 0.5103], [-0.0517, 0.3838, -0.3080], [0.8603, 0.7063, 0.9577], [-0.5805, -1.9829, 0.8899], [-1.0133, 0.4554, 0.1066], [0.2028, 1.6096, 0.6169], [-5.5146, -1.6296, -0.5848], [3.1379, 0.8770, -0.5381], [0.4171, -0.1476, -0.0220], [-0.4641, -0.3912, 0.0488], [-0.3022, -0.9308, 0.0423], [-0.0758, 0.7361, -0.4037], [-0.5794, 0.3067, 0.1233], [-0.5902, -0.0656, -0.0152], [-0.0988, 0.0153, 0.1778], [0.0905, -0.0421, -0.3048], [0.4654, -0.0498, -0.3731], [-0.2710, 0.2599, -0.0656], [-0.0168, 0.2043, -0.0177], [0.2925, -0.1251, 0.0431], [0.3609, 0.3691, 0.0860], [0.3474, -0.4253, 0.1984], [0.0484, 0.2434, -0.3013], [-0.2678, -0.1414, 0.0167], [0.1664, 0.0522, 0.2005], [0.2302, -0.3205, -0.5541], [1.9427, 0.6471, -0.4149], [1.0919, 0.4859, 1.9669], [0.2997, -1.0537, -0.8188], [-0.7044, 0.2395, 0.5316], [0.9721, -1.7476, -0.0011], [-1.0074, 0.6889, 0.1891], [-1.0188, -0.0613, -0.6053], [-1.9733, 0.7015, 0.4467], [1.2589, 0.4930, 0.4602], [0.7936, -0.7859, 0.8597], [-1.3021, 1.5012, -1.1736], [0.5548, -1.0323, 0.0921], [-0.0712, -0.0315, -0.6991], [-0.2319, -0.3732, -0.6903], [0.0193, -0.0452, 0.3214], [0.0005, 0.3030, 0.1392], [-0.0828, -0.0965, 0.4119], [0.4199, 0.5923, -0.6740], [-0.2217, 0.1434, -0.1172], [0.2715, -0.0237, -0.2372], [0.3799, -0.1233, 0.7288], [0.5974, 0.5029, -0.7920], [0.1862, 0.4011, 0.5495], [0.2964, -0.3820, 0.1364], [0.4244, -0.2432, 0.1384], [-0.6491, -0.0133, 0.2493], [-0.2471, -0.4057, -0.8048], [-0.0185, 0.3074, -0.2535], [0.1951, 0.1002, 0.0493], [-0.2632, -0.2293, -0.1648], [0.0300, 0.1899, -0.2391], [0.6504, 0.6805, 0.9659], [1.0522, 0.1542, 0.0398], [0.8595, 0.3539, 1.1661], [-0.2928, 0.8370, -0.2142], [-0.4913, 0.9807, 0.5322], [-0.6080, -3.7119, 0.5956], [0.0210, 0.5673, -0.5005], [-0.2062, 1.0240, -0.4395], [-0.6481, 0.7184, 1.5650], [-1.8513, -0.1766, -4.2977], [0.5433, -0.2631, -0.3149], [-0.2404, -0.2914, -0.2566], [-0.1873, 0.1952, -0.1585], [0.2126, -0.3412, 0.0425], [-0.0034, -0.0362, -0.3732], [-0.4058, -0.6724, -0.1163], [-0.0388, -0.2778, 0.3893], [-0.2195, -0.8282, 0.5826], [0.4180, 0.9848, -0.6537], [0.0421, -0.0367, 0.3080], [-0.2814, 0.0693, -0.1134], [0.2842, 0.3915, 0.5752], [0.0766, 0.4924, 0.7240], [-0.4227, -0.1635, -0.2062], [0.5037, -0.2108, -0.4720], [0.5948, -0.1931, 0.3512], [0.4041, -0.3449, 0.0730], [0.4677, 0.1846, 0.1711], [-0.2078, -0.1467, -0.3555], [-0.0282, 0.0628, 0.3933], [-0.1224, -0.3816, 0.2087], [-1.1034, 1.0895, -0.5891], [0.8327, -0.5367, 0.1727], [1.6999, 0.7368, -0.3375], [-0.0809, -0.7169, -0.7331], [-0.2629, -0.3834, 2.3042], [-0.0016, -0.7920, 0.2508], [0.8584, 0.0551, 0.7732], [-0.1815, 0.6669, 0.5868], [-1.2412, 3.2919, -0.6302], [0.5775, -1.3474, 0.7659], [-0.2839, 0.2826, -0.3095], [0.2685, 0.1371, 0.2450], [-0.1864, -0.2171, -0.1441], [0.2493, -0.3210, -0.1882], [-0.2347, -0.5094, -0.5385], [0.3455, 0.7361, -0.0762], [-0.0076, -0.6162, -0.2023], [-0.0770, -0.5185, 0.4849], [-0.4185, 0.0709, 0.2481], [0.3147, -0.2935, -0.1543], [-0.0775, -0.2381, -0.4406], [0.2491, -0.3195, -0.5918], [0.2279, 0.1761, -0.0779], [-0.4201, -0.1055, 0.3525], [-0.5214, 0.3577, -1.0813], [-0.1020, -0.0084, -0.1792], [-0.3394, -0.1241, -0.1686], [0.1041, -0.0113, 0.1802], [-0.0658, -0.1605, -0.1312], [-0.4087, 0.3526, 0.5139], [1.0005, 0.0955, 0.1770], [-1.3189, 0.2902, 0.6745], [-1.1347, -0.0459, -0.7389], [0.4225, -0.0064, -0.1154], [0.8098, -0.0376, 0.5630], [0.7513, 1.1407, -0.6364], [-0.4806, -2.5370, -0.0759], [-1.8996, 0.0800, 1.6207], [1.5251, 1.2866, 0.0574], [0.0617, -0.0423, -0.4934], [0.0128, -0.2929, -0.6195], [-0.2341, -0.2777, 0.0052], [0.1523, 0.1676, -0.1352], [0.1806, -0.5720, -0.4627], [-0.1262, -0.0321, -0.1459], [0.2673, 0.5027, -0.1433], [-0.2962, 0.1825, -0.0306], [0.1124, -0.7236, 0.5260], [0.0211, 0.2667, 0.2968], [-0.5153, -0.4004, -0.2295], [-0.4425, -0.1207, 0.0564], [-0.3452, 0.2208, 0.0288], [-0.3301, -0.1803, -0.2648], [0.8835, 0.1718, -0.2249], [0.7893, 0.4801, 0.1006], [0.3371, 0.3406, -0.6635], [0.4637, -0.4411, -0.0959], [-0.0661, 0.3041, 0.3119], [-0.1928, -0.1730, 0.1440]],
  "mulliken_charge": [-1.645, 1.160, -1.578, -1.113, -0.685, -1.132, 1.390, -1.983, -1.663, 0.384, -0.487, 0.355, 0.352, 0.435, 0.353, 0.342, 0.392, 0.381, 0.403, 0.401, 0.313, 0.405, 0.410, 0.422, 0.432, 0.441, 0.363, 0.415, 0.380, 0.356, -1.860, 1.409, -1.750, -1.186, -0.730, -1.088, 1.577, -1.649, -1.983, 0.226, -0.482, 0.424, 0.384, 0.458, 0.379, 0.465, 0.296, 0.461, 0.426, 0.306, 0.411, 0.396, 0.382, 0.447, 0.286, 0.358, 0.409, 0.465, 0.421, 0.341, -1.979, 1.446, -1.525, -1.208, -0.620, -1.158, 1.396, -1.675, -1.856, 0.068, -0.425, 0.426, 0.442, 0.359, 0.382, 0.436, 0.306, 0.438, 0.401, 0.318, 0.395, 0.373, 0.435, 0.295, 0.438, 0.456, 0.436, 0.361, 0.430, 0.408, -2.032, 1.613, -1.758, -1.145, -0.641, -1.327, 1.665, -1.630, -1.930, 0.219, -0.486, 0.385, 0.359, 0.489, 0.363, 0.490, 0.296, 0.448, 0.347, 0.339, 0.414, 0.418, 0.428, 0.314, 0.302, 0.451, 0.438, 0.439, 0.398, 0.338, -1.836, 1.668, -1.728, -1.355, -0.768, -1.037, 1.336, -1.724, -2.042, 0.399, -0.450, 0.378, 0.429, 0.333, 0.339, 0.436, 0.386, 0.454, 0.476, 0.340, 0.376, 0.387, 0.431, 0.296, 0.472, 0.358, 0.405, 0.429, 0.466, 0.343, -1.783, 1.595, -2.055, -1.158, -0.741, -0.982, 1.200, -1.700, -1.705, 0.293, -0.479, 0.302, 0.467, 0.369, 0.423, 0.476, 0.445, 0.450, 0.400, 0.403, 0.317, 0.381, 0.366, 0.384, 0.410, 0.407, 0.476, 0.348, 0.344, 0.347, -1.788, 1.617, -2.027, -1.027, -0.761, -1.218, 1.518, -1.794, -1.744, 0.096, -0.443, 0.358, 0.266, 0.498, 0.410, 0.414, 0.503, 0.441, 0.320, 0.382, 0.351, 0.435, 0.438, 0.478, 0.354, 0.364, 0.510, 0.421, 0.273, 0.354]
}